C21H27FeNO4P2S | wB97M-V/def2-TZVPD

For the maximum force, the calculation gives 4.27 eV Å⁻¹. The total charge is +1. Its total energy is -95684.950 eV. The HOMO energy (spin up / spin down) is -10.18 / -11.14 eV. The HOMO-LUMO gap (spin up / spin down) comes out at 6.54 / 5.61 eV. As for the expectation value of S²: 8.85. The spin multiplicity is 6.

XYZ file:
```
57
Properties=species:S:1:pos:R:3:forces:R:3:lowdin_charge:R:1
C -1.81769 2.85839 -3.94521 0.812 0.575 0.130 -0.02
C -1.54918 1.56679 -3.50130 0.468 0.194 -0.532 -0.21
C -0.18705 1.10374 -3.63474 0.035 0.005 0.047 -0.20
C 0.77733 2.11662 -3.31572 -0.816 0.811 -0.255 -0.18
C 0.52808 3.43160 -3.71384 0.358 -0.515 0.569 0.00
C -0.75109 3.76589 -4.16642 -0.382 -0.335 -0.125 -0.03
C 1.90948 1.65625 -2.55653 -0.410 -0.630 -0.428 0.02
C 2.40585 0.40502 -3.08015 0.081 -1.169 -0.024 -0.19
C 1.38829 -0.56284 -3.40894 1.000 0.099 0.255 -0.20
C 1.72378 -1.91001 -3.01038 0.287 0.747 -0.504 -0.21
C 3.06371 -2.27843 -3.09781 0.553 0.794 0.229 -0.02
C 4.06804 -1.29457 -3.26936 0.332 -0.997 -0.260 -0.05
C 3.74374 0.03719 -3.12616 0.028 1.211 0.349 -0.03
H -2.84279 3.19434 -4.07713 0.103 -0.018 0.249 0.12
H 1.36258 4.14185 -3.65937 -0.594 -0.075 0.016 0.13
H -0.92256 4.75179 -4.58025 -0.160 -0.080 0.069 0.11
H 2.62389 2.39766 -2.24330 0.126 0.102 0.541 0.14
H 3.35200 -3.31969 -2.97588 -0.067 0.148 0.127 0.12
H 5.11498 -1.57324 -3.42086 -0.451 -0.070 0.137 0.12
H 4.48966 0.86080 -3.04839 -0.409 -0.974 0.037 0.14
N 0.18331 -0.17118 -3.91112 -1.061 0.006 3.007 0.24
Fe 0.59887 0.30297 0.11306 -1.833 -0.703 0.108 0.41
C -2.47388 0.79645 -2.62470 -0.169 -0.589 -0.053 -0.25
H -2.53715 -0.24626 -2.95663 -0.110 -0.006 0.039 0.09
H -3.47306 1.24682 -2.60467 0.092 -0.157 -0.086 0.10
C 0.72756 -2.72339 -2.24925 -0.473 0.003 -0.132 -0.24
H -0.20466 -2.81443 -2.82065 0.015 -0.129 0.184 0.10
H 1.12625 -3.71267 -1.99544 -0.153 0.043 -0.253 0.10
P -1.89132 0.71139 -0.81551 -0.542 1.045 -0.779 0.87
P 0.24465 -1.95359 -0.59178 0.742 -0.692 -0.372 0.84
C 1.48958 -2.57277 0.60012 0.004 -0.384 -0.205 -0.25
H 1.20416 -2.28199 1.62195 0.074 -0.145 -0.293 0.05
H 1.50685 -3.66789 0.51635 0.283 0.206 0.236 0.06
H 2.47293 -2.14637 0.36713 -0.133 -0.192 0.069 0.06
C -1.19862 -2.98597 -0.17113 -0.052 0.008 0.053 -0.24
H -0.84005 -4.01900 -0.04805 -0.246 0.245 -0.076 0.06
H -1.66441 -2.65244 0.76485 0.122 -0.111 -0.232 0.04
H -1.93482 -2.94016 -0.98315 0.148 -0.088 0.238 0.05
C -2.35658 2.37128 -0.20037 0.006 0.040 -0.084 -0.24
H -3.44181 2.51348 -0.32257 0.376 0.100 -0.001 0.06
H -2.08553 2.45431 0.86112 -0.070 0.049 -0.320 0.04
H -1.79810 3.12873 -0.76507 -0.155 -0.051 0.193 0.06
C -3.29104 -0.23684 -0.11620 -0.056 -0.293 -0.062 -0.25
H -3.15489 -0.38398 0.96087 -0.120 0.023 -0.233 0.04
H -4.21832 0.32971 -0.28290 0.245 -0.205 0.048 0.06
H -3.37586 -1.21586 -0.60066 -0.055 0.191 0.156 0.03
C -0.73424 0.05572 1.79526 -0.650 -3.634 2.148 -0.14
O -1.12036 -0.61953 2.65376 0.766 2.455 -1.910 0.15
H 1.16308 1.07495 -1.13054 1.542 1.835 -3.321 0.07
C 2.29034 2.60577 3.20177 0.019 -0.009 -0.248 -0.11
S 1.25842 2.42174 1.74779 -0.666 -0.062 1.720 0.53
O -0.13009 2.00743 2.19819 2.323 1.152 -0.387 -0.40
O 1.29269 3.61755 0.95556 -0.001 -0.538 -0.029 -0.28
O 1.96805 1.21950 1.09532 -0.751 0.632 0.346 -0.45
H 1.72630 3.00756 4.04590 0.000 0.026 -0.292 0.08
H 3.10697 3.27451 2.90640 -0.208 -0.154 0.154 0.08
H 2.68448 1.61120 3.43173 -0.145 0.267 0.041 0.07
```
Forces are in eV/Å.


C21H27MnN4O2 | wB97M-V/def2-TZVPD

For the maximum force, the calculation gives 1.17 eV Å⁻¹. The total charge is +1. Its total energy is -63587.269 eV. The HOMO energy (spin up / spin down) is -11.64 / -11.95 eV. The HOMO-LUMO gap (spin up / spin down) comes out at 7.41 / 7.46 eV. As for the expectation value of S²: 8.76. The spin multiplicity is 6.

XYZ file:
```
55
Properties=species:S:1:pos:R:3:forces:R:3:lowdin_charge:R:1
Mn 0.92090 -0.86751 0.10750 0.260 -0.144 -0.725 1.02
N 2.80796 -1.73953 -0.88497 -0.021 0.126 0.184 -0.01
N 3.38502 -2.49152 0.16585 -0.106 -0.108 -0.007 0.00
C 2.87029 -2.38506 1.47490 0.106 0.012 -0.083 -0.69
O 3.51009 -2.81285 2.39955 -0.055 0.004 -0.099 0.10
O 1.68795 -1.83052 1.51150 0.224 -0.338 0.926 -0.18
H 2.69038 -2.34933 -1.68530 -0.107 -0.043 -0.113 0.11
H 3.44284 -0.99671 -1.16562 0.020 0.098 -0.053 0.11
H 4.35742 -2.73808 0.08121 0.071 0.039 0.019 0.15
C -1.49557 -2.61334 2.26212 0.019 -0.147 -0.044 -0.02
C -2.18575 -2.80329 0.93865 0.133 0.329 -0.067 -0.20
C -3.01922 -3.89608 0.72792 -0.020 0.001 -0.023 -0.03
C -3.65374 -4.08830 -0.48596 -0.040 -0.022 0.027 -0.05
C -3.44970 -3.19694 -1.52783 -0.029 -0.068 -0.027 -0.03
C -2.62856 -2.09262 -1.36621 0.279 0.153 0.170 -0.21
C -2.39099 -1.11715 -2.48968 -0.052 -0.059 0.094 -0.03
C -2.01257 -1.90234 -0.11851 -0.568 -0.594 -0.018 -0.21
N -1.17306 -0.75636 0.03212 -0.361 0.569 -0.025 0.05
C -1.66896 0.39852 0.30758 -0.362 -1.115 -0.058 -0.23
C -3.10362 0.62554 0.63460 -0.095 0.134 -0.050 0.03
C -0.70762 1.53280 0.26947 0.788 0.534 -0.014 -0.22
C -1.19268 2.93899 0.31150 -0.108 0.013 0.012 0.02
N 0.52152 1.19760 0.17018 -0.232 -0.041 -0.021 0.05
C 1.58663 2.11715 -0.02103 0.530 0.679 0.044 -0.22
C 2.44587 2.40321 1.04828 -0.255 -0.195 -0.023 -0.20
C 2.22302 1.78979 2.40588 -0.029 0.062 -0.095 -0.02
C 3.49816 3.28159 0.82134 0.025 0.027 -0.033 -0.03
C 3.69860 3.84852 -0.42595 -0.011 0.000 0.008 -0.05
C 2.86006 3.52162 -1.48094 0.054 0.061 0.009 -0.03
C 1.79731 2.64938 -1.30104 -0.185 -0.206 0.058 -0.22
C 0.90320 2.25522 -2.44972 0.052 0.089 0.155 -0.02
H -2.08556 -3.05108 3.06559 -0.020 0.048 0.003 0.09
H -1.31377 -1.56596 2.49762 -0.019 0.033 0.046 0.07
H -0.52758 -3.11675 2.26128 0.068 0.058 0.024 0.08
H -3.17123 -4.59831 1.53809 -0.017 0.010 -0.002 0.12
H -4.31827 -4.93143 -0.61935 0.046 -0.024 -0.022 0.11
H -3.93478 -3.36359 -2.48164 0.005 0.034 -0.002 0.12
H -2.70701 -1.54289 -3.43928 -0.011 0.024 -0.009 0.09
H -1.33313 -0.85602 -2.56327 -0.004 0.023 -0.077 0.07
H -2.94774 -0.18813 -2.33792 0.012 0.009 -0.034 0.08
H -3.67778 -0.29302 0.55216 0.037 -0.011 -0.003 0.10
H -3.54366 1.37546 -0.02509 0.029 0.039 0.029 0.10
H -3.19428 0.99902 1.65779 0.038 0.055 -0.013 0.11
H -1.72018 3.11918 1.25069 -0.036 0.004 -0.018 0.11
H -1.90263 3.11828 -0.49855 -0.020 0.014 0.023 0.10
H -0.36793 3.64219 0.22606 -0.001 -0.029 0.013 0.10
H 1.50929 2.37353 2.99214 -0.011 0.001 -0.010 0.09
H 3.15563 1.75188 2.96459 -0.008 -0.012 0.021 0.09
H 1.83000 0.77505 2.32995 0.049 -0.050 0.086 0.06
H 4.16592 3.51943 1.63991 -0.001 -0.001 -0.005 0.12
H 4.51527 4.54050 -0.58142 0.012 -0.020 0.000 0.11
H 3.03061 3.95298 -2.45954 0.000 -0.031 -0.008 0.12
H 1.35358 2.53938 -3.39773 -0.026 -0.006 -0.022 0.09
H -0.07298 2.74256 -2.38314 -0.006 -0.032 -0.049 0.08
H 0.73303 1.17535 -2.45637 -0.039 0.011 -0.095 0.07
```
Forces are in eV/Å.


C21H27N2 | wB97M-V/def2-TZVPD

For the maximum force, the calculation gives 1.93 eV Å⁻¹. The total charge is +1. Its total energy is -25189.426 eV. The HOMO energy is -11.72 eV. The value obtained for the relative energy (zero: lowest compared OMol25 entry of this formula, charge and spin) is 0.0 kcal/mol. The HOMO-LUMO gap comes out at 6.75 eV.

XYZ file:
```
50
Properties=species:S:1:pos:R:3:forces:R:3:lowdin_charge:R:1
C -2.28486 2.12848 2.22579 0.273 0.004 0.000 -0.02
C -2.57430 0.66356 1.86863 -0.343 -0.232 0.429 -0.51
C -3.45577 0.04228 2.97180 0.302 -0.059 -0.112 -0.04
C -3.35739 0.59069 0.54730 0.196 -0.185 -0.100 -0.02
C -1.25656 -0.10026 1.76627 -0.950 -0.619 0.966 -0.06
N -0.94114 -1.14385 2.58265 -0.482 0.986 -0.721 0.20
C 0.31218 -1.65642 2.25702 1.184 -0.132 -0.875 -0.17
C 0.82465 -0.89730 1.19174 0.539 -0.489 0.435 -0.09
C 2.03163 -1.28716 0.59364 -0.535 0.059 0.091 -0.01
C 2.70557 -2.37790 1.08848 -0.041 -0.219 0.144 -0.05
C 2.19710 -3.11043 2.16296 0.137 0.094 -0.096 -0.06
C 1.00301 -2.76306 2.74950 -0.785 0.316 0.219 0.00
C -0.16341 0.12377 0.88643 0.596 1.027 -1.522 -0.07
C -0.10395 1.04154 -0.18294 -0.093 -1.392 1.204 0.11
C 1.04168 1.33597 -0.98905 0.479 0.239 -0.195 -0.21
C 2.34357 1.46070 -0.45932 -0.409 0.039 -0.010 -0.03
C 3.41751 1.68382 -1.28444 -0.048 0.097 0.163 -0.02
C 3.25483 1.78875 -2.66052 -0.149 -0.029 -0.148 -0.24
C 4.43251 1.97506 -3.55156 0.112 0.105 -0.369 -0.03
C 1.96957 1.71123 -3.18649 0.143 -0.032 -0.154 -0.01
C 0.88014 1.51881 -2.37661 -0.243 -0.065 0.575 0.00
H -1.70152 2.61035 1.44381 0.042 0.084 -0.014 0.08
H -3.20793 2.69460 2.34891 -0.076 -0.147 -0.015 0.10
H -1.72056 2.19247 3.15554 0.024 0.058 0.052 0.10
H -3.68298 -1.00025 2.74195 -0.105 -0.027 -0.015 0.09
H -2.95780 0.07941 3.94170 -0.040 0.079 0.085 0.09
H -4.40363 0.57613 3.06077 0.143 0.008 -0.075 0.10
H -3.55683 -0.44444 0.27489 -0.036 -0.046 -0.049 0.08
H -4.31164 1.11013 0.63253 0.036 0.006 0.187 0.10
H -2.81884 1.05607 -0.27174 -0.058 0.009 -0.106 0.07
H -1.53361 -1.57421 3.29253 0.053 0.522 -0.365 0.18
H 2.40567 -0.76740 -0.26836 0.143 -0.035 -0.026 0.10
H 3.63449 -2.68184 0.63363 0.093 -0.048 -0.072 0.11
H 2.73648 -3.97150 2.52197 0.058 -0.081 0.092 0.11
H 0.58198 -3.33503 3.55715 -0.001 -0.231 0.209 0.12
H -1.02681 1.48006 -0.51040 -0.275 0.269 -0.018 0.10
H 2.48458 1.39299 0.60635 0.041 -0.013 0.180 0.13
H 4.40671 1.78307 -0.87445 0.220 0.022 0.202 0.13
H 4.12366 2.07354 -4.59371 0.055 -0.019 0.091 0.09
H 4.99387 2.87232 -3.28366 0.025 -0.078 0.054 0.10
H 5.10281 1.11681 -3.47909 0.053 0.054 0.032 0.10
H 1.84022 1.79674 -4.25018 -0.101 0.040 -0.256 0.12
H -0.10625 1.44622 -2.80320 -0.219 0.066 -0.155 0.12
C -2.45224 -2.07354 -2.13097 -0.255 -0.112 0.297 -0.20
N -1.30813 -1.55675 -2.84655 0.470 0.192 -0.369 -0.05
H -2.76364 -3.03699 -2.54041 0.098 0.121 -0.015 0.08
H -2.24523 -2.20880 -1.06600 -0.180 -0.150 0.233 0.05
H -3.30098 -1.39431 -2.23058 0.036 0.002 -0.028 0.07
H -0.93401 -0.73042 -2.39412 -0.061 -0.072 -0.025 0.02
H -0.55438 -2.23371 -2.86956 -0.064 0.014 -0.033 0.06
```
Forces are in eV/Å.


Q: Which of these has the lowest maximum force?
A: C21H27MnN4O2


Q: The highest total energy belongs to which entry?
A: C21H27N2


Q: Which of these has the lowest total energy?
A: C21H27FeNO4P2S